15
Properties=species:S:1:pos:R:3:mulliken_charge:R:1 method="wB97M-V/def2-TZVPD" orbital_gap_ev=10.74 relative_energy_kj_mol=312.6 e_lumo_ev=0.9 e_homo_ev=-9.799 smiles=C[C@@H]1[C@H](C)[C@@H]1F
C -1.08974 -0.37112 -0.46582 -0.1426
H -0.99703 1.79121 0.42528 0.3378
H -1.09929 -0.82574 1.54357 0.3737
C -0.37303 -0.39616 0.88358 -0.1731
C 0.78049 -1.32908 1.14892 -1.2148
H 1.04088 0.49903 -1.46383 0.2602
C -0.48243 0.87088 0.09698 0.0999
H 1.34846 2.32463 -0.70400 0.2741
H -2.28409 -0.25643 -0.53470 0.2779
H -0.05919 1.74457 -1.99858 0.2432
F -0.64780 -0.92549 -1.67402 -0.3067
H 1.25700 -0.63116 1.71792 0.3491
H 1.50374 -1.63817 0.31811 0.2515
H 0.50316 -2.26632 1.67197 0.3454
C 0.59888 1.40935 -0.96539 -0.9754

20
Properties=species:S:1:pos:R:3:mulliken_charge:R:1 method="wB97M-V/def2-TZVPD" orbital_gap_ev=9.80 relative_energy_kj_mol=114.5 e_lumo_ev=0.2 e_homo_ev=-9.560
F 1.97811 -1.50735 0.99380 -0.2652
F 2.17593 -1.39246 -1.12150 -0.2782
H -2.35655 -1.13403 1.65366 0.2606
H 1.29083 2.88977 -1.68025 0.3383
H -1.44419 1.19177 -0.40955 0.3309
O 1.76593 1.85023 1.14328 -0.6553
H -2.41337 -2.01984 0.19641 0.3289
C -0.83237 1.51935 0.46550 -0.8194
P 0.94424 1.26637 0.13801 0.7522
O -0.68069 -1.71133 -1.19996 -0.6249
C -1.90078 -1.98235 1.22524 -0.7127
H -2.11333 -2.86582 1.82031 0.2683
H -1.04824 1.01911 1.44985 0.1905
H 0.77772 1.32169 -2.48013 0.3238
C -0.01263 -1.61778 -0.17310 0.4664
O -0.54628 -1.73637 1.02547 -0.2893
C 1.45673 1.73686 -1.64710 -0.9507
H 2.56949 1.56976 -1.84686 0.3014
C 1.33520 -1.07597 -0.09384 0.6682
H -0.94573 2.67840 0.54077 0.3664

17
Properties=species:S:1:pos:R:3:mulliken_charge:R:1 method="wB97M-V/def2-TZVPD" orbital_gap_ev=9.61 relative_energy_kj_mol=155.7 e_lumo_ev=0.5 e_homo_ev=-9.152 smiles="FC(F)=P.C=CCC"
C -2.10532 -0.38360 -0.22020 0.4925
P -3.35532 0.64439 0.00822 -0.2154
H -0.68353 2.43517 0.52808 0.4040
H 1.62068 -1.72485 1.45031 0.3097
H -4.18286 0.56644 -1.15796 0.0324
H 0.77593 0.80317 1.65523 0.3117
C 1.48050 -1.53199 0.35881 -1.0269
H 1.62556 -0.20764 -1.21966 0.2623
C 0.72776 0.85418 0.57880 -0.0217
H 2.35837 -2.11905 -0.14388 0.3122
H -0.06842 2.17029 -1.06343 0.2664
C -0.06453 1.80907 -0.02708 -1.1204
C 1.67318 -0.08918 -0.13412 -0.3237
H 2.65068 0.25850 0.08292 0.3728
F -1.28668 -0.51561 0.77266 -0.1017
F -1.76975 -0.95028 -1.36751 -0.1969
H 0.60374 -2.01901 -0.10119 0.2428

20
Properties=species:S:1:pos:R:3:mulliken_charge:R:1 method="wB97M-V/def2-TZVPD" orbital_gap_ev="9.88 / 9.88" relative_energy_kj_mol=346.9 e_lumo_ev="-3.9 / -3.9" e_homo_ev="-13.738 / -13.739" smiles="CN1C[N@H+](C)N=C1C(F)(F)F" charge=+1
H 1.50144 1.39754 1.64552 0.3195
H 1.64367 -0.56329 -1.41613 0.3800
F -2.85096 -0.95576 -0.85154 -0.2106
F -3.25701 1.10342 -0.21122 -0.2185
C 1.62738 1.99976 0.62872 -0.8393
H 2.62246 2.24595 0.51554 0.4294
H -1.29614 -2.60938 0.00526 0.3377
C -0.26125 -2.30483 0.11950 -0.9000
F -2.65147 -0.48516 1.25151 -0.2004
C 1.25380 -0.36857 -0.34497 -0.7555
N 1.00361 1.17320 -0.44266 0.2648
N -0.43368 1.34240 -0.51970 -0.8004
H 0.29059 -2.75335 -0.76570 0.3417
H 2.14594 -0.41102 0.24258 0.4074
H 1.23915 2.94325 0.59023 0.3754
H 1.15495 1.65890 -1.37620 0.4469
H -0.10289 -2.82057 1.00754 0.3283
C -1.07943 0.32487 -0.17617 0.3052
N -0.05741 -0.92284 0.07580 0.1118
C -2.49276 0.00547 0.02213 0.8766

23
Properties=species:S:1:pos:R:3:mulliken_charge:R:1 method="wB97M-V/def2-TZVPD" orbital_gap_ev=3.72 e_lumo_ev=-2.8 e_homo_ev=-6.482
O -0.62243 -3.13870 2.88027 -0.5212
F 1.22569 -4.80317 1.65419 -0.1713
H -2.77716 -0.04111 1.05868 0.3746
H -1.78264 0.38530 -0.32908 0.3555
O -0.46983 2.38595 -0.60322 -0.7501
S 0.13674 -2.43714 1.90660 1.0210
H 1.31959 3.42284 -0.93323 0.2352
C -1.76320 -0.09013 0.66743 -0.2262
F 0.67073 -3.89538 -0.24792 -0.2231
H -0.29309 2.37218 -3.30384 0.2468
H -0.09752 4.18324 -1.59959 0.2335
C 0.32342 3.17813 -1.37164 -0.4371
H 1.26823 3.20226 -3.34816 0.3559
S -1.27604 -1.76249 0.37079 -0.0119
C 1.20286 -3.69653 0.95764 0.7105
O 1.00560 -1.41741 2.36953 -0.4703
C -0.79649 0.76763 1.51254 -0.0707
O -0.97064 0.90014 2.68447 -0.4544
F 2.41203 -3.20370 0.85818 -0.1777
H -0.50503 -1.67955 -0.73114 0.2916
H 0.00764 1.22941 0.91306 0.4505
H 1.15275 1.59260 -2.62193 0.2371
C 0.62879 2.54561 -2.74364 -0.9982

33
Properties=species:S:1:pos:R:3:mulliken_charge:R:1 method="wB97M-V/def2-TZVPD" orbital_gap_ev=5.07 relative_energy_kj_mol=67.5 e_lumo_ev=1.2 e_homo_ev=-3.853 charge=-1
H 2.54851 -5.32126 -2.50154 0.3049
O 3.83034 -2.95276 -2.28950 -0.3335
F 0.18639 5.03474 0.98072 -0.2038
O -3.38572 2.83603 4.35035 -0.5832
C 5.54538 -2.36574 -0.63061 -1.2512
O -4.91146 4.48993 3.24599 -0.5877
O 1.79636 -2.87518 -3.85370 -0.5474
O -2.80782 5.69451 1.21794 -0.6380
C -0.69680 4.00154 0.92327 0.6003
H 3.76131 -3.53292 -0.30037 0.2624
O 1.61035 -2.07275 -1.40491 -0.5437
F -5.88350 1.80792 1.58763 -0.2150
Na -2.04656 1.18125 -1.31178 0.8415
S 2.17216 -2.94635 -2.41263 1.0923
H 5.23587 -1.67976 0.15790 0.3056
F -1.05871 3.77168 -0.34020 -0.2237
H 2.19493 -4.81485 -0.71720 0.3416
N -3.13251 3.18664 1.69827 -0.3288
C 4.48775 -3.37689 -1.09789 -0.0046
S -2.28435 4.50809 1.93886 0.9602
H 6.05396 -1.68278 -1.31105 0.3291
C -5.22255 1.66704 2.75799 0.5893
F -6.08653 1.67875 3.77194 -0.2015
H 0.92427 -5.09161 -1.80739 0.3662
C 1.96040 -4.75424 -1.77995 -0.9412
F -0.27200 2.82639 1.40318 -0.2200
S -4.07072 3.23385 3.12575 0.9186
H 5.03858 -4.29393 -1.30694 0.2844
F -4.55219 0.44975 2.74391 -0.2259
H -2.85929 -0.68496 -5.12684 0.1321
H 6.35575 -2.92992 -0.16897 0.3357
O -2.57131 0.21112 -4.86485 -1.0111
O -1.86030 4.79666 3.32264 -0.6040

16
Properties=species:S:1:pos:R:3:mulliken_charge:R:1 method="wB97M-V/def2-TZVPD" orbital_gap_ev=9.40 relative_energy_kj_mol=344.0 e_lumo_ev=1.0 e_homo_ev=-8.424 smiles="CO/C=C(/C)CF"
C 1.35137 0.22952 0.17353 -0.6655
H -0.29121 2.14051 -1.39589 0.2661
H 0.06710 2.98915 0.33343 0.3106
F 1.65679 -0.56013 -0.94611 -0.2558
H 0.41068 -2.50679 1.12000 0.2020
C -1.25455 -0.14731 0.12055 -0.3147
C -0.42436 2.13857 -0.26746 -1.3397
H -2.34097 0.28178 0.26969 0.2134
H -1.46939 2.37538 -0.36384 0.3954
H 0.77477 -1.53483 -0.51918 0.4791
H 1.98386 1.02324 0.35454 0.3761
H 1.35519 -0.38779 1.09054 0.3211
C -0.18647 0.74160 0.18665 0.8587
C -0.00207 -2.17862 0.03920 -0.7522
H -0.28405 -3.10321 -0.37330 0.2841
O -1.34668 -1.50105 0.17766 -0.3786

16
Properties=species:S:1:pos:R:3:mulliken_charge:R:1 method="wB97M-V/def2-TZVPD" orbital_gap_ev=10.88 relative_energy_kj_mol=131.5 e_lumo_ev=0.9 e_homo_ev=-9.996 smiles="C=CC[C@@H](O)CF"
C 0.09404 -0.53521 1.00265 -0.8866
H 0.62416 1.76522 0.45568 0.3531
O -0.22997 1.77441 0.11308 -0.5901
H -0.49778 -1.39560 1.16610 0.4481
H -2.08801 0.86806 -1.29532 0.2695
C -0.86610 0.56679 0.46045 0.1096
H 1.78545 -1.83982 0.31403 0.3119
H -0.93344 -0.52376 -1.40471 0.2656
C -1.60304 0.02864 -0.75965 -0.3705
H -1.60292 0.73304 1.27139 0.3380
F -2.63234 -0.76869 -0.25775 -0.3038
H 0.36410 -0.12343 2.09173 0.2740
H 2.84621 -0.40241 -1.34344 0.2358
C 1.92165 -0.08513 -0.80818 -0.7635
C 1.32334 -0.88886 0.10526 -0.0561
H 1.49464 0.82677 -1.11132 0.3651

16
Properties=species:S:1:pos:R:3:mulliken_charge:R:1 method="wB97M-V/def2-TZVPD" orbital_gap_ev=10.90 relative_energy_kj_mol=354.2 e_lumo_ev=1.1 e_homo_ev=-9.849 smiles=OCC[C@H]1C[C@H]1F
F 0.73824 1.30656 -0.31234 -0.3100
C -1.90951 -0.55913 0.19985 -0.3016
H -2.67684 -1.32254 -0.33688 0.2285
H -0.32105 -0.32413 -1.32922 0.2847
H 3.03020 -0.87753 0.19728 0.2702
H -2.02203 -0.91278 1.22155 0.2719
C 2.04996 -0.57828 -0.23201 -0.7428
H 1.90385 0.94039 1.33088 0.4061
C 0.73062 -0.75077 0.44049 -0.0369
H -0.68632 -2.04482 -0.73959 0.4522
C -0.55276 -1.04784 -0.48404 -0.8568
H 0.80659 -1.55882 1.29778 0.2695
C 1.38073 0.61512 0.43042 0.0003
O -2.18830 0.89568 0.05127 -0.5181
H -1.40800 1.33046 -0.07674 0.3290
H 2.04156 -0.22931 -1.29238 0.2539

16
Properties=species:S:1:pos:R:3:mulliken_charge:R:1 method="wB97M-V/def2-TZVPD" orbital_gap_ev="9.20 / 7.92" relative_energy_kj_mol=0.0 e_lumo_ev="1.0 / -2.0" multiplicity=3 s2=2.012 e_homo_ev="-8.185 / -9.879"
C 0.52302 0.28553 0.34412 1.2683
C 0.76811 1.72231 -0.16252 -1.4380
H 0.10164 2.42888 0.32378 0.3416
F -1.85375 1.01086 -0.28841 -0.2488
H -2.18723 -1.04086 1.33239 0.2840
H -1.13384 -2.09260 0.37085 0.2904
H 2.42467 -0.63942 -0.05511 0.3750
H 0.63890 1.78048 -1.24006 0.3629
C -1.07487 -0.04803 -0.17338 0.1793
H 1.40128 -0.46396 -1.49264 0.3359
H 1.06941 -1.73161 -0.29634 0.2970
C -1.78818 -1.22866 0.33037 -1.0510
H -2.65013 -1.42301 -0.31074 0.3530
C 1.40812 -0.70794 -0.43517 -1.2399
O 0.56498 0.15842 1.65446 -0.4988
H 1.78787 1.98961 0.09839 0.3891